No. 1
63
Properties=species:S:1:pos:R:3:forces:R:3:lowdin_charge:R:1 method="wB97M-V/def2-TZVPD" orbital_gap_ev=8.736 spin_multiplicity=1 total_charge=0 lumo_energy_ev=-0.031 molar_mass_g_mol=1126.10 smiles="CC(=O)N(C)CCCCN(C(=O)OP(O)Cl)/C(I)=C(/C)I.BrCCBr.BrCCBr.BrCCBr" e_tot_ev=-487555.09518
C -2.7872 -1.0455 2.8163 0.0 -0.1 0.1 0.008
C -3.7910 -1.5327 1.7965 0.2 -0.2 -0.3 -0.498
O -4.9453 -1.7114 2.0753 -0.3 0.2 0.1 0.103
N -3.3412 -1.7480 0.4571 0.4 0.4 0.3 -0.117
C -3.5496 -0.5127 -0.3337 -0.3 -0.1 -0.1 -0.034
C -1.9540 -2.2190 0.3426 -0.2 0.0 0.0 -0.206
C -1.7788 -2.9384 -0.9921 0.1 0.1 0.0 -0.184
C -0.3245 -2.9885 -1.4541 -0.1 0.0 -0.2 -0.150
C 0.1248 -1.6127 -1.9594 0.0 -0.1 0.0 -0.206
N 1.5241 -1.3077 -1.6192 0.0 0.2 0.3 -0.116
C 1.6726 -1.2391 -0.1919 0.1 0.1 0.0 -0.602
O 1.2238 -0.3791 0.5045 0.0 0.0 0.0 0.088
O 2.3807 -2.2958 0.2600 0.0 -0.2 0.2 -0.314
P 2.6469 -2.7542 1.8455 -0.1 0.0 -0.2 0.569
O 1.1611 -2.6007 2.4991 0.0 -0.1 -0.2 -0.335
Cl 3.4548 -1.0506 2.6105 0.1 0.2 0.1 0.304
C 2.0967 -0.1616 -2.2270 -0.1 -0.1 -0.1 -0.746
I 0.8483 1.5111 -2.6025 -0.1 0.0 0.1 0.967
C 3.3810 -0.0842 -2.5537 0.2 0.1 -0.1 -0.804
C 4.1352 1.0764 -3.1169 0.0 0.1 0.0 -0.234
I 4.6084 -1.7568 -2.3008 0.1 -0.2 0.0 0.945
H -3.3198 -0.4666 3.5667 0.0 0.0 0.0 0.088
H -2.3284 -1.9041 3.3124 0.0 0.0 0.0 0.088
H -1.9859 -0.4557 2.3723 0.0 0.0 0.0 0.081
H -3.8878 0.3184 0.2910 0.0 -0.1 0.0 0.101
H -4.2926 -0.6634 -1.1143 0.0 0.0 -0.1 0.056
H -2.6151 -0.2013 -0.8031 0.0 0.0 0.0 0.082
H -1.7496 -2.9135 1.1623 0.0 0.0 0.0 0.123
H -1.2424 -1.3861 0.4414 0.0 -0.1 0.0 0.103
H -2.2026 -3.9403 -0.9132 0.0 0.0 0.0 0.116
H -2.3706 -2.4150 -1.7474 0.0 -0.1 0.0 0.081
H 0.3289 -3.3450 -0.6556 0.0 0.0 0.0 0.103
H -0.2324 -3.7059 -2.2708 0.1 -0.1 0.1 0.118
H 0.0430 -1.5642 -3.0445 0.0 0.0 0.0 0.124
H -0.5215 -0.8331 -1.5396 0.0 0.0 -0.1 0.057
H 0.7494 -3.4725 2.5694 0.0 0.0 0.1 0.053
H 3.4751 1.9007 -3.3782 0.0 0.0 0.0 0.012
H 4.8735 1.4325 -2.3948 0.0 0.0 0.0 0.044
H 4.6843 0.7645 -4.0057 0.0 0.0 0.0 0.067
Br 3.8473 2.5431 0.1534 0.0 0.0 0.1 0.660
C 2.8424 2.9540 1.7710 0.1 0.0 0.0 -0.663
C 1.3569 2.8577 1.5561 0.0 0.1 0.0 -0.683
Br 0.6674 4.3679 0.5408 0.0 0.0 0.0 0.587
H 3.1479 3.9490 2.0822 0.0 0.0 0.0 0.018
H 3.1686 2.2273 2.5110 0.0 0.0 0.0 0.049
H 0.8393 2.8823 2.5129 0.0 0.0 0.0 0.065
H 1.0816 1.9669 1.0089 0.0 -0.2 -0.1 0.012
Br 7.6690 6.3564 0.8358 0.0 0.0 0.0 0.610
C 5.7458 6.1047 0.7117 0.1 0.0 0.0 -0.711
C 5.0021 6.8614 1.7787 0.0 0.0 0.0 -0.692
Br 5.1718 6.0165 3.5221 0.0 0.0 0.0 0.608
H 5.5695 5.0359 0.7734 0.0 0.0 0.0 0.004
H 5.4604 6.4645 -0.2740 0.0 0.0 0.0 0.062
H 3.9371 6.8741 1.5567 0.0 0.0 0.0 0.056
H 5.3663 7.8777 1.8900 0.0 0.0 0.0 0.049
Br -5.2169 -3.1240 -2.8293 -0.1 0.0 0.0 0.627
C -6.1962 -2.8389 -1.1679 0.1 -0.1 0.0 -0.703
C -7.5378 -3.5187 -1.1785 0.0 0.0 0.0 -0.695
Br -8.8186 -2.6068 -2.3216 0.0 0.0 0.0 0.602
H -6.2918 -1.7660 -1.0435 0.0 0.0 0.0 0.043
H -5.5654 -3.2353 -0.3757 0.0 0.0 0.0 0.049
H -7.9649 -3.5080 -0.1786 0.0 0.0 0.0 0.061
H -7.4742 -4.5400 -1.5404 0.0 0.0 0.0 0.049

=====

No. 2
56
Properties=species:S:1:pos:R:3:forces:R:3:lowdin_spin:R:1 method="wB97M-V/def2-TZVPD" orbital_gap_ev="5.485 / 5.001" spin_multiplicity=5 total_charge=0 lumo_energy_ev="0.133 / -1.814" molar_mass_g_mol=587.57 relative_energy_kcal_mol=7.6 s_squared=6.0363 e_tot_ev=-56607.82413
O 0.9426 2.1976 -1.7451 -0.3 1.1 2.6 0.922
C 1.2338 1.8805 -2.8953 1.7 -0.3 -5.6 0.540
C 1.9778 2.7686 -3.8451 -1.0 -0.8 1.4 0.113
C 2.5909 3.9360 -3.3604 0.3 0.5 -0.3 0.101
H 2.5313 4.1519 -2.2949 0.1 0.1 -0.3 0.008
C 3.2838 4.7742 -4.2402 -0.2 -0.3 0.3 -0.007
H 3.7888 5.6598 -3.8362 -0.2 -0.3 -0.3 -0.002
C 3.3622 4.4623 -5.6029 0.0 0.0 0.1 0.109
H 3.9251 5.1090 -6.2720 -0.2 -0.1 0.1 0.007
C 2.7494 3.2978 -6.0915 0.0 -0.2 0.5 -0.004
H 2.8377 3.0379 -7.1515 -0.1 0.1 0.4 -0.002
C 2.0672 2.4525 -5.2138 0.3 0.0 -0.5 0.098
H 1.6199 1.5244 -5.5699 0.0 0.3 0.0 0.004
H 0.9774 0.8769 -3.3048 0.0 0.6 0.6 0.081
C -1.8231 0.8738 -1.5051 -0.5 0.4 -0.2 0.004
C -1.4318 -0.0843 -0.4460 0.5 -0.6 1.0 -0.023
H -2.7928 1.3210 -1.2385 0.2 0.1 -0.3 0.000
H -1.9270 0.3292 -2.4547 -0.1 0.3 0.0 0.001
H -1.0843 1.6670 -1.6137 -0.4 -0.1 -0.1 0.001
C -2.2600 -1.0642 -0.0502 0.4 0.6 -0.1 -0.002
C -3.7024 -1.1087 -0.4135 -0.6 -0.5 -0.4 -0.001
H -1.9077 -1.8295 0.6311 0.0 0.1 0.3 0.000
H -3.9080 -0.7461 -1.4274 0.0 -0.1 0.2 0.000
H -4.3120 -0.5027 0.2724 0.1 0.0 -0.1 0.000
H -4.0758 -2.1346 -0.3393 -0.1 0.1 -0.1 0.000
Ir 0.2761 0.2509 0.6171 -0.3 0.1 -1.3 1.493
Cl -0.0548 2.4869 0.9058 -0.6 1.6 0.5 0.185
Cl 1.7380 -0.4124 -1.0283 0.9 -0.6 -1.0 0.180
C -1.5941 0.6781 3.0748 1.5 -1.3 -0.7 0.010
O -0.6418 0.0291 2.5438 -2.6 0.9 2.4 0.073
N -2.1722 0.2623 4.2018 -0.1 0.0 0.3 0.002
C -1.7371 -0.9379 4.9206 -0.1 0.1 0.0 0.001
C -3.2307 1.0397 4.8313 0.1 0.1 -0.2 0.001
H -1.9742 1.6239 2.6493 0.2 -0.4 0.0 0.001
H -0.9850 -1.4771 4.3381 -0.2 0.2 0.1 0.000
H -2.6052 -1.5882 5.1054 0.2 0.2 -0.1 0.000
H -1.3207 -0.6590 5.9013 -0.1 0.0 -0.3 0.000
H -3.4820 1.8726 4.1697 -0.1 -0.1 0.2 0.000
H -2.9024 1.4323 5.7992 0.0 0.0 -0.1 0.000
H -4.1182 0.4177 4.9892 0.1 0.1 -0.1 0.000
H 0.2166 -5.2260 2.1947 0.0 0.2 -0.2 0.001
H 2.3788 -5.5381 0.6803 -0.1 0.1 -0.1 0.000
C -0.1528 -4.5723 1.3895 -0.1 -0.1 -0.2 0.002
C 1.8625 -4.8724 -0.0227 0.2 0.1 0.2 0.002
N 0.9707 -3.9634 0.6838 0.1 -0.3 0.2 0.015
H -0.8060 -3.8036 1.8126 0.2 -0.1 -0.2 0.000
C 1.2710 -2.6705 0.7660 -1.6 1.3 0.9 0.026
O 0.4715 -1.8078 1.2590 1.6 -3.5 -0.3 0.058
H 2.6018 -4.2798 -0.5670 -0.1 -0.2 0.0 0.000
H 2.2627 -2.3978 0.3781 -0.4 0.0 -0.1 0.004
H -0.7151 -5.2006 0.6856 0.0 0.2 0.2 0.000
H 1.2926 -5.4844 -0.7287 0.1 0.2 0.1 0.001
N 1.9098 0.4579 1.9422 1.6 0.5 0.8 -0.002
H 2.8007 0.2753 1.4697 -0.2 0.0 0.1 0.000
H 1.9611 1.4114 2.3205 -0.1 -0.3 -0.1 0.000
H 1.8155 -0.1970 2.7257 0.0 0.3 -0.3 0.000

=====

No. 3
56
Properties=species:S:1:pos:R:3:forces:R:3:lowdin_spin:R:1 method="wB97M-V/def2-TZVPD" orbital_gap_ev="4.205 / 4.516" spin_multiplicity=5 total_charge=+2 lumo_energy_ev="-10.305 / -10.001" molar_mass_g_mol=794.58 s_squared=6.3466 e_tot_ev=-96231.52949
I -2.7470 0.1047 -1.4155 -1.9 -0.5 1.0 -0.459
I -2.6534 -0.9078 1.7114 0.0 0.5 -1.7 0.465
Ho -0.0727 0.0168 -0.5187 2.7 1.0 0.5 4.030
P 0.2738 -2.8289 -0.8836 0.1 -1.3 -0.4 -0.004
C -1.0944 -4.0590 -0.9638 -0.3 0.7 -0.1 -0.001
C 1.2124 -3.1195 -2.4418 -0.1 0.3 -0.1 0.000
H 1.4920 -4.1820 -2.4954 0.0 0.4 -0.1 0.000
H 1.6082 -4.6750 0.1016 -0.2 0.4 0.0 0.000
H 2.1045 -2.4798 -2.5001 -0.1 -0.3 0.2 0.000
H 2.0795 -3.0105 0.6888 0.0 -0.4 0.0 0.000
H -1.8798 -3.6744 -1.6272 0.1 -0.4 0.1 0.000
H 0.6009 -2.8500 -3.3137 0.0 -0.2 0.2 0.000
C 1.2570 -3.6742 0.3989 0.1 0.6 0.2 -0.001
H -0.7714 -5.0701 -1.2614 0.0 0.5 0.1 0.000
H 0.5674 -3.7579 1.2483 0.3 -0.1 0.0 0.000
H -1.4964 -4.0774 0.0571 -0.1 -0.2 -0.2 0.000
P -0.5322 2.9061 1.1799 -0.4 0.8 0.3 -0.003
C -2.1264 3.6275 1.8669 0.1 -0.8 -0.8 -0.001
C 0.3065 3.1565 2.7888 0.3 -0.6 -0.4 0.000
H 1.1896 4.2495 -0.0544 -0.1 -0.1 0.4 0.000
H -0.2210 5.2369 0.4598 0.2 -0.3 -0.1 0.000
H -0.3050 4.1014 -0.9227 -0.1 0.2 0.3 0.000
C 0.1027 4.2546 0.0889 -0.2 -0.1 -0.4 0.000
H 1.3225 2.7636 2.7356 0.0 0.2 0.3 0.000
H 0.2759 4.2149 3.0828 0.1 -0.4 -0.1 0.000
H -1.9682 4.6569 2.2352 -0.1 -0.5 -0.2 0.000
H -2.3589 2.9426 2.6973 -0.2 0.4 -0.2 0.000
H -0.2819 2.5502 3.4881 0.3 0.2 0.1 0.000
H -2.9349 3.5738 1.1248 0.1 0.2 0.3 0.000
Cl 1.9199 -0.3037 0.8717 -0.1 0.1 0.1 -0.010
C 4.9041 1.4997 -4.6294 0.3 0.1 -0.6 0.000
N 3.4651 1.2801 -4.5486 -0.2 -1.0 -0.9 -0.001
N 2.7952 1.5004 -3.3948 0.1 0.1 0.1 -0.001
C 1.6545 0.7485 -3.3659 1.0 0.0 -0.6 0.000
O 0.9604 0.7253 -2.2796 -1.2 -0.3 0.2 -0.012
C 1.6042 0.0629 -4.6229 -0.1 0.3 1.4 -0.001
C 2.7833 0.3715 -5.2681 -0.3 0.5 0.0 0.000
C 3.3400 -0.1961 -6.5017 0.5 -0.6 -0.8 0.000
C 3.2569 2.5903 -2.5907 -0.6 0.0 0.7 0.000
C 2.8857 3.8858 -2.9477 -0.1 -0.3 0.2 0.000
C 3.2960 4.9405 -2.1432 0.2 0.0 -0.1 0.000
C 4.0580 4.6698 -1.0020 0.0 0.0 -0.2 0.000
C 4.3822 3.3540 -0.6443 0.3 0.3 -0.1 0.000
C 4.0300 2.2959 -1.4725 -0.4 0.2 -0.1 0.000
H 5.2452 1.8025 -3.6379 0.2 -0.1 -0.4 0.000
H 5.1048 2.2652 -5.3846 0.1 0.1 0.4 0.000
H 5.3890 0.5776 -4.9880 -0.1 0.4 0.6 0.000
H 0.8631 -0.6417 -4.9597 0.0 0.1 0.1 0.000
H 2.8553 0.1683 -7.4242 0.0 -0.2 0.5 0.000
H 4.3981 0.0581 -6.6025 -0.2 -0.1 -0.1 0.000
H 3.2701 -1.2967 -6.4390 -0.1 0.5 -0.3 0.000
H 2.2868 4.0383 -3.8433 0.1 0.0 0.2 0.000
H 3.0319 5.9624 -2.4293 0.2 -0.3 0.2 0.000
H 4.4587 5.5117 -0.4405 -0.2 -0.3 0.1 0.000
H 4.9529 3.1477 0.2536 0.1 0.1 -0.1 0.000
H 4.3536 1.2666 -1.2977 -0.3 0.4 0.2 0.000

=====

No. 4
64
Properties=species:S:1:pos:R:3:forces:R:3:lowdin_charge:R:1 method="wB97M-V/def2-TZVPD" orbital_gap_ev=6.601 spin_multiplicity=1 total_charge=+1 lumo_energy_ev=-5.479 molar_mass_g_mol=500.43 relative_energy_kcal_mol=0.0 e_tot_ev=-51239.26937
O 1.2510 -0.5545 0.5239 -0.2 0.4 1.0 0.122
N 0.3061 -0.9333 1.0831 1.1 0.6 -0.5 0.030
O -0.5736 -1.4770 0.0828 -0.6 -1.7 -0.5 -0.077
C -0.7999 -2.8190 0.4548 -1.5 -0.1 -0.3 -0.113
N 0.4830 -3.6071 0.5094 -1.8 1.2 -0.3 -0.088
C 1.0899 -3.8406 -0.6388 1.4 -0.6 -1.6 0.016
C 2.2828 -4.6055 -0.7315 -0.2 -0.2 2.6 0.068
C 2.7201 -5.0809 0.5407 -1.2 1.1 -1.5 0.054
C 1.9453 -4.6865 1.6713 1.3 -1.1 1.7 -0.049
N 0.8385 -3.9655 1.7240 1.5 -0.8 -1.3 0.184
H -1.4146 -3.3304 -0.3147 0.3 0.7 0.2 0.157
H -1.3572 -2.9124 1.4072 0.9 0.0 -0.2 0.153
H 0.6599 -3.4292 -1.5660 -0.1 -0.1 0.8 0.165
H 2.8000 -4.8155 -1.6730 -0.4 0.2 0.4 0.139
H 3.6054 -5.7131 0.6742 -0.4 0.3 0.0 0.135
H 2.3082 -5.0301 2.6569 -0.4 0.3 -0.6 0.143
C 1.6144 -0.3509 -2.8511 -0.1 0.2 0.2 -0.043
O 2.2544 -1.2638 -3.7453 0.0 -0.1 0.1 -0.009
C 1.8565 -1.1523 -5.0215 0.2 -0.1 -0.2 -0.600
O 1.0389 -0.3742 -5.4365 0.1 -0.4 0.3 0.112
O 2.5242 -2.0513 -5.7428 -0.1 0.0 0.2 0.007
C 2.1995 -2.0448 -7.1377 0.0 -0.1 -0.4 -0.024
H 2.0142 -0.5334 -1.8569 0.2 -0.1 -0.2 0.066
H 1.8319 0.6801 -3.1279 -0.1 0.0 -0.1 0.108
H 0.5372 -0.5231 -2.8308 0.0 0.1 -0.1 0.097
H 2.4436 -1.0816 -7.5844 -0.1 0.0 0.1 0.104
H 1.1468 -2.2822 -7.2885 0.0 0.1 0.0 0.100
H 2.8022 -2.8133 -7.6155 0.1 0.0 0.2 0.097
C -3.0401 -2.3660 6.3152 -0.3 -0.2 0.2 -0.016
O -2.1115 -1.3344 5.9651 0.5 -0.9 0.0 -0.061
C -0.9998 -1.7745 5.3704 -0.1 0.1 0.2 -0.602
O -0.7363 -2.9231 5.1175 0.0 0.1 -0.1 0.118
O -0.2284 -0.7173 5.1008 -0.1 -0.1 0.0 0.007
C 1.0030 -1.0436 4.4625 0.4 0.0 -0.1 -0.043
H -3.8949 -1.8867 6.7876 0.2 0.2 -0.1 0.102
H -3.3835 -2.8929 5.4254 0.1 0.0 0.0 0.100
H -2.5934 -3.0608 7.0250 0.0 0.0 -0.1 0.104
H 0.8204 -1.5220 3.5016 0.0 -0.1 0.1 0.050
H 1.6108 -1.6845 5.1013 -0.1 -0.1 -0.1 0.103
H 1.5432 -0.1150 4.2909 -0.2 0.1 0.1 0.102
C -2.5998 1.2815 6.0958 -0.1 0.4 0.0 -0.037
O -3.4272 2.3426 5.6053 0.0 0.2 0.1 0.010
C -3.1907 3.5302 6.1709 -0.1 0.0 -0.1 -0.617
O -2.3699 3.7564 7.0215 -0.1 0.0 -0.1 0.126
O -4.0240 4.4222 5.6270 0.0 -0.1 0.0 0.001
C -3.8818 5.7469 6.1417 0.0 0.3 0.1 -0.042
H -2.8799 0.3882 5.5709 -0.3 0.4 -0.3 0.069
H -1.5496 1.4907 5.8947 0.0 0.0 0.2 0.099
H -2.7643 1.1288 7.1631 0.1 0.1 0.0 0.110
H -2.8817 6.1317 5.9432 0.0 -0.1 0.1 0.098
H -4.0960 5.7698 7.2099 0.2 0.0 0.0 0.099
H -4.6055 6.3753 5.6276 0.0 -0.2 -0.1 0.093
C 1.6623 6.3415 -7.2643 0.2 0.3 -0.1 -0.042
O 0.6739 5.4079 -6.8274 0.0 -0.1 0.0 0.002
C 0.9875 4.1296 -7.0566 -0.1 0.0 0.0 -0.618
O 1.9967 3.7318 -7.5796 -0.1 0.0 0.1 0.121
O -0.0129 3.3699 -6.6041 0.0 0.1 -0.1 0.007
C 0.1902 1.9659 -6.7859 0.0 -0.1 -0.1 -0.050
H 1.2969 7.3378 -7.0258 -0.2 -0.1 0.1 0.094
H 2.6034 6.1798 -6.7392 0.0 -0.1 -0.1 0.097
H 1.8079 6.2718 -8.3420 0.1 -0.1 0.1 0.099
H 1.0688 1.6341 -6.2458 0.0 0.1 -0.2 0.070
H 0.2767 1.7256 -7.8462 0.1 0.1 0.0 0.103
H -0.6790 1.4521 -6.3833 0.0 0.2 0.1 0.093